{"formula": "C4H6FN2", "method": "ωB97M-V with the def2-TZVPD basis set", "smiles": "FC1=[NH+]CCC=N1", "relative_energy_kcal_mol": 26.7, "charge": 1, "homo_lumo_gap_ev": 9.93, "largest_force_ev_per_a": 3.24, "species": ["C", "C", "C", "C", "N", "N", "F", "H", "H", "H", "H", "H", "H"], "coordinates": [[-0.588, 1.617, 0.241], [-2.190, -0.003, -0.028], [0.354, 0.656, -0.419], [0.052, -0.724, 0.246], [-1.817, 1.245, 0.170], [-1.338, -1.001, 0.106], [-3.472, -0.326, -0.173], [-0.499, 2.596, 0.841], [-0.002, 0.333, -1.482], [1.464, 0.757, -0.458], [0.526, -1.567, -0.203], [0.484, -0.646, 1.215], [-1.807, -1.852, 0.462]], "nbo_charge": [0.294, 0.882, -0.517, -0.225, -0.467, -0.513, -0.232, 0.275, 0.267, 0.287, 0.259, 0.232, 0.457]}